Entry from the OMol25 dataset: C8H10OS in the gas phase (ωB97M-V with the def2-TZVPD basis set).

Geometry as XYZ:
```
20
Properties=species:S:1:pos:R:3:forces:R:3:nbo_charge:R:1
C 2.3713 -0.4013 -0.3815 -2.1 -1.3 -0.3 -0.21
C 1.7254 -1.7168 -0.6484 -2.3 0.9 0.1 -0.23
C 1.6102 0.6956 -0.2561 1.7 -0.3 1.1 -0.22
C 0.3523 -1.8129 -0.4604 1.3 -2.0 -1.7 -0.19
C 0.2091 0.6928 -0.4344 -2.5 0.0 -1.2 -0.19
C -0.3610 -0.6283 -0.0257 -1.2 0.8 0.3 -0.23
C -1.9877 1.3610 1.5720 -3.4 2.0 -3.0 -0.24
C -1.3131 -0.8004 0.9329 0.9 -1.3 0.3 0.24
O -2.0369 0.0036 1.7083 0.0 -0.7 0.0 -0.47
S 0.3481 1.2764 -2.5109 -0.4 0.1 1.6 -0.22
H 3.4068 -0.3460 -0.4383 1.7 0.2 0.3 0.21
H 2.2731 -2.5614 -1.0412 0.2 0.1 0.1 0.22
H 1.9910 1.6386 0.0299 1.0 0.9 -0.2 0.22
H -0.2720 -2.7659 -0.7951 1.6 2.0 1.1 0.23
H -0.4137 1.5166 -0.0337 1.1 -0.5 -0.6 0.24
H -2.6315 1.7717 2.3343 -0.4 0.1 0.1 0.20
H -2.4052 1.7333 0.4687 0.9 -1.0 2.7 0.17
H -1.0741 1.8234 1.6952 2.4 0.5 0.4 0.17
H -1.4427 -1.8053 1.3740 0.0 0.3 -0.8 0.19
H -0.3493 0.3254 -3.0895 -0.5 -0.6 -0.2 0.13
```
Forces are in eV/Å.

Summary:
- total energy (eV) = -21337.0281
- HOMO-LUMO gap (eV) = 7.80
- SMILES = CO/C=C1/C=CC=C[C@H]1S
- ΔE to the lowest compared entry with this formula, charge and spin (kcal/mol) = 63.5

Entry from the OMol25 dataset: 2 unconnected molecules or ions with the total composition C8H10OS2 (ωB97M-V with the def2-TZVPD basis set).

Geometry as XYZ:
```
21
Properties=species:S:1:pos:R:3:forces:R:3:nbo_charge:R:1
C -3.0449 -0.0481 0.0765 0.1 -0.1 0.0 -0.25
C -2.9810 -1.3588 -0.2562 0.2 -0.3 -0.1 -0.41
C -1.7600 0.5719 0.2096 0.1 0.0 0.0 -0.19
C -0.7877 -0.3257 -0.0496 1.3 -0.3 0.0 -0.14
C 2.5574 0.7918 -0.4712 0.0 0.4 0.1 -0.12
C 2.4083 -1.2218 -0.9268 -0.1 -0.5 -0.1 -0.12
C 2.0070 -0.3938 0.2553 -1.4 -0.2 0.4 -0.12
C -1.5804 2.0063 0.5781 0.0 0.0 0.1 -0.62
O 2.8755 -0.0459 -1.5876 0.3 0.2 -0.6 -0.51
S -1.3429 -1.8946 -0.4265 -0.1 0.3 0.1 0.36
S 2.1372 -0.7567 1.9313 0.1 0.2 0.0 0.12
H -3.9662 0.4877 0.2300 -0.2 0.1 0.0 0.22
H -3.7771 -2.0586 -0.4192 -0.2 -0.1 0.0 0.23
H 1.8481 1.5785 -0.7386 0.0 0.0 0.0 0.20
H 3.4495 1.2495 -0.0240 0.0 -0.1 0.0 0.18
H 3.2136 -1.9439 -0.7384 0.0 0.1 0.1 0.18
H 1.6046 -1.7185 -1.4797 0.0 0.1 0.0 0.20
H -0.5333 2.2918 0.5084 0.0 0.1 0.0 0.22
H -2.1660 2.6420 -0.0856 0.0 0.1 0.0 0.22
H -1.9195 2.1792 1.6002 0.0 0.1 0.0 0.22
H 1.7580 -2.0324 1.8140 -0.1 -0.1 0.0 0.14
```
Forces are in eV/Å.

Summary:
- total energy (eV) = -32170.7165
- HOMO-LUMO gap (alpha / beta) (eV) = 8.54 / 6.90
- ΔE to the lowest compared entry with this formula, charge and spin (kcal/mol) = 104.1

Entry from the OMol25 dataset: C8H10S in the gas phase (ωB97M-V with the def2-TZVPD basis set).

Geometry as XYZ:
```
19
Properties=species:S:1:pos:R:3:forces:R:3:nbo_charge:R:1
C 2.2249 1.4737 0.1763 -1.9 -4.8 -1.3 -0.27
C 3.1929 0.4838 0.1029 -3.0 0.6 0.0 -0.44
C 0.8849 1.0284 -0.0340 2.0 -4.4 0.3 0.03
C 0.9041 -0.5908 -0.1410 0.8 6.0 0.0 -0.30
C 0.0829 -2.8499 0.2862 0.3 1.0 -0.8 -0.39
C -0.1159 -1.5946 -0.1047 -2.6 0.0 1.5 -0.04
C -0.2376 2.0146 0.0309 3.0 1.1 -0.3 -0.64
C -1.5450 -1.0570 -0.1310 -1.4 -2.8 1.0 -0.63
S 2.5221 -1.0557 -0.1287 1.0 0.2 0.1 0.54
H 2.3580 2.4488 0.3541 1.0 3.5 0.6 0.21
H 4.1676 0.7158 0.3057 2.5 -0.2 0.2 0.23
H -0.6348 -3.6068 0.3942 -1.1 -0.6 0.1 0.20
H 1.0697 -3.1154 0.4341 1.9 -1.0 0.4 0.18
H 0.1032 3.1123 0.0087 -0.4 -1.8 0.0 0.22
H -0.8489 1.7906 -0.7498 -2.1 0.0 -2.3 0.22
H -0.7409 1.7911 0.8889 -1.7 0.0 2.5 0.22
H -1.7621 -0.4909 0.8246 0.2 -0.1 -1.5 0.23
H -1.6292 -0.5967 -1.0828 -0.7 1.3 -0.5 0.22
H -2.3674 -1.9508 -0.1392 2.1 1.9 0.0 0.21
```
Forces are in eV/Å.

Summary:
- total energy (eV) = -19290.5583
- HOMO-LUMO gap (eV) = 8.02
- SMILES = C=C(C)c1sccc1C
- ΔE to the lowest compared entry with this formula, charge and spin (kcal/mol) = 70.9

Entry from the OMol25 dataset: C8H11BO3 in the gas phase (ωB97M-V with the def2-TZVPD basis set).

Geometry as XYZ:
```
23
Properties=species:S:1:pos:R:3:forces:R:3:mulliken_spin:R:1
B 1.8429 -0.6277 0.0615 -0.8 0.0 -2.2 0.01
C -2.5506 -0.5420 -0.3944 -0.1 2.3 -5.8 0.32
C -1.6851 -0.1473 -1.4695 -5.8 -1.6 -0.6 0.23
C -1.9863 -0.9077 0.7908 3.4 -0.2 1.1 0.55
C -0.3421 0.0266 -1.3238 4.2 -0.1 2.1 0.59
C 0.5038 1.2007 0.9261 -2.4 -2.1 -2.5 0.04
C -0.5181 -1.1260 0.9622 0.5 -0.3 0.1 -0.01
C 0.3548 -0.1255 0.0676 -1.5 -0.6 0.1 0.03
C 0.2590 2.3600 0.0739 0.0 3.3 1.8 0.01
O 0.6515 1.0664 2.0835 0.9 1.0 2.6 0.02
O 2.5273 -0.2341 -1.0323 -1.3 1.3 -0.6 0.00
O 2.1973 -1.5239 0.9436 0.1 -1.5 2.3 0.00
H -3.6449 -0.4452 -0.5832 1.0 -0.5 0.3 0.03
H -2.0979 -0.1482 -2.5766 0.6 0.4 2.5 0.02
H -2.5208 -1.2649 1.5649 -2.1 -0.9 2.5 0.03
H 0.2437 0.2057 -2.2056 0.4 0.1 -0.1 0.02
H -0.2578 -1.0952 2.0650 -0.1 0.3 -1.4 0.02
H -0.2426 -2.1932 0.6755 -0.3 1.1 0.0 0.09
H 0.2579 3.3961 0.5950 -0.6 -1.8 -0.6 0.00
H -0.5083 2.1544 -0.6536 -0.5 0.3 0.2 0.01
H 1.1326 2.4199 -0.4842 1.9 0.1 -1.5 0.00
H 3.4271 -0.3702 -1.1714 2.3 -0.6 -0.1 0.00
H 2.9566 -2.0789 1.0850 0.5 0.3 -0.4 0.00
```
Forces are in eV/Å.

Summary:
- total energy (eV) = -15290.9337
- spin multiplicity = 3
- ⟨S²⟩ = 2.0066
- HOMO-LUMO gap (alpha / beta) (eV) = 5.42 / 7.51

Entry from the OMol25 dataset: a molecular structure, C8H11BeN3O12S3 (ωB97M-V with the def2-TZVPD basis set).

Geometry as XYZ:
```
38
Properties=species:S:1:pos:R:3:forces:R:3:nbo_charge:R:1
Be 0.1263 -0.8260 0.0165 4.2 0.5 2.1 1.61
S 3.2180 -1.6026 -0.3511 2.2 0.0 2.6 2.58
O 4.3762 -0.9165 -0.9842 -0.4 -0.2 -0.5 -1.10
O 2.0185 -1.5009 -1.2234 -3.9 0.4 -1.5 -1.15
O 3.5551 -3.0338 -0.1568 0.1 -0.7 -0.6 -1.13
O 2.8280 -0.9998 0.9166 0.0 0.3 0.1 -1.04
S 0.2354 -1.9148 2.9635 2.4 1.1 1.7 2.60
O 1.5604 -2.2635 3.4768 -0.3 -1.3 1.0 -1.06
O -0.0423 -2.6307 1.7146 -1.5 -1.7 -3.0 -1.14
O -0.8313 -2.1060 3.9889 -0.5 -0.4 -0.2 -1.13
O 0.3400 -0.5327 2.5232 -1.5 2.9 -1.2 -1.10
S 1.8953 2.4784 0.5489 2.0 -0.8 2.2 2.60
O 0.8757 1.4226 0.3086 -1.8 -0.5 -1.2 -1.16
O 2.5171 2.1682 1.8275 0.1 0.8 0.8 -1.06
O 2.8949 2.5296 -0.4982 0.4 0.2 -1.8 -1.09
O 1.2442 3.8322 0.6023 -1.2 0.6 -0.3 -1.17
C 0.1528 2.9171 -2.1947 -0.8 -0.7 -0.6 -0.73
C 0.1695 1.4598 -2.3081 0.8 0.0 0.4 0.38
N 0.1560 0.3249 -2.4919 -0.5 0.0 -0.3 -0.43
H 0.7688 3.3521 -1.4054 0.1 -0.2 0.1 0.34
H -0.9139 3.0957 -2.0295 0.0 0.6 0.2 0.21
H 0.4029 3.2721 -3.1969 0.1 0.4 0.0 0.20
C -1.3718 3.1818 1.6824 -0.1 -0.6 0.9 -0.76
C -1.6397 1.9529 0.9550 0.2 0.5 -0.8 0.43
N -1.7933 1.0099 0.3203 -0.6 -0.5 0.0 -0.48
H -0.7017 2.8040 2.4613 0.3 0.5 0.1 0.31
H -2.2817 3.5607 2.1520 -0.2 -0.1 0.0 0.18
H -0.8629 3.9685 1.1300 0.4 -0.5 -0.3 0.31
N -2.6349 -1.8575 -0.4588 0.0 -0.5 -1.5 -0.53
C -2.0541 -3.0251 -0.0500 -0.9 -0.2 0.7 -0.03
C -1.1786 -3.4652 -1.0152 -0.5 -0.3 0.6 -0.31
C -1.2373 -2.5387 -2.0765 -0.7 0.1 0.1 -0.30
C -2.1854 -1.5859 -1.7321 0.6 0.0 -0.7 -0.13
H -3.3990 -1.3705 -0.0296 0.3 0.1 0.3 0.41
H -2.4034 -3.3717 0.9090 0.8 -0.3 0.1 0.23
H -0.5688 -4.3512 -0.9564 0.2 0.2 0.2 0.23
H -0.6616 -2.6390 -2.9818 0.0 0.5 0.0 0.23
H -2.5733 -0.7982 -2.3566 0.2 0.3 0.4 0.20
```
Forces are in eV/Å.

Summary:
- total energy (eV) = -70409.7207
- charge = -4
- HOMO-LUMO gap (eV) = 3.23
- ΔE to the lowest compared entry with this formula, charge and spin (kcal/mol) = 0.0

Entry from the OMol25 dataset: 2 unconnected molecules or ions with the total composition C8H11BrOSi (ωB97M-V with the def2-TZVPD basis set).

Geometry as XYZ:
```
22
Properties=species:S:1:pos:R:3:forces:R:3:nbo_charge:R:1
C 3.4147 -1.5005 0.1703 0.7 -1.8 0.1 -0.24
C 3.1211 -0.2263 -0.1808 -0.3 2.6 -0.9 -0.21
C 2.4058 -2.4631 0.4453 0.0 2.6 -0.5 -0.19
C 1.7999 0.1851 -0.2956 -0.5 0.8 -0.5 -0.32
C 1.0553 -2.0121 0.4055 2.7 -1.2 -0.4 -0.31
C 0.8474 -0.7420 -0.0317 -4.2 1.3 0.6 -0.07
C -2.5016 2.1112 1.8856 -1.7 -1.9 0.0 -0.25
C -1.9055 0.7600 -2.1143 1.0 1.6 0.7 -1.15
O -2.1567 1.7674 0.5329 0.5 0.8 1.1 -0.94
Si -1.8547 0.4027 -0.2217 1.9 -2.6 -2.1 1.62
Br -3.3484 -1.3084 0.1426 0.5 0.7 0.2 -0.36
H 4.4819 -1.7226 0.1004 -0.4 -0.6 0.4 0.21
H 3.8492 0.5544 -0.4799 0.0 -0.9 0.4 0.21
H 2.6738 -3.4765 0.6246 0.0 -0.6 0.3 0.21
H 1.4608 1.1750 -0.6637 0.8 -0.6 0.4 0.22
H 0.3539 -2.7837 0.5544 -1.3 -0.3 0.3 0.22
H -2.4411 3.1551 1.9861 0.5 1.4 0.0 0.19
H -1.8848 1.6112 2.7183 -1.1 0.4 -1.5 0.20
H -3.6307 1.9124 1.8736 1.6 -0.1 1.0 0.19
H -2.4767 0.0857 -2.7161 -0.1 -0.9 -0.1 0.25
H -2.4510 1.7449 -2.2694 1.1 -0.8 0.2 0.25
H -0.8128 0.7700 -2.4665 -1.7 0.3 0.3 0.25
```
Forces are in eV/Å.

Summary:
- total energy (eV) = -88440.7610
- HOMO-LUMO gap (alpha / beta) (eV) = 7.78 / 7.78
- ΔE to the lowest compared entry with this formula, charge and spin (kcal/mol) = 74.6

Entry from the OMol25 dataset: 4 unconnected molecules or ions with the total composition C8H11Cl6N (ωB97M-V with the def2-TZVPD basis set).

Geometry as XYZ:
```
26
Properties=species:S:1:pos:R:3:forces:R:3:mulliken_spin:R:1
N 11.4765 19.2900 3.4050 0.2 -2.8 -0.9 0.22
C 12.1411 20.2164 2.7040 0.9 1.9 -1.2 0.29
C 12.0157 21.5726 2.9379 0.6 -0.8 -0.8 -0.26
C 11.2333 21.9799 3.9818 -0.2 1.8 0.5 0.50
C 10.7513 21.0059 4.8510 -0.6 -1.7 1.1 -0.21
C 10.8954 19.6613 4.5171 -1.3 2.1 1.0 0.29
H 12.6783 19.8799 1.8296 0.3 -0.2 -0.2 0.09
H 12.4773 22.3523 2.3503 0.3 -0.2 -0.5 -0.08
H 11.1301 23.0368 4.1785 -0.1 0.1 0.2 0.06
H 10.2105 21.2974 5.7393 -0.1 -0.1 0.2 -0.07
H 10.3319 18.8989 5.0346 0.1 -0.2 0.6 0.10
C 9.7569 17.2950 1.8531 -0.7 0.1 0.4 0.02
Cl 9.6081 15.6595 1.1853 0.2 -0.6 -0.3 -0.01
Cl 8.2165 18.1848 1.4920 1.0 -0.1 0.1 0.00
H 9.8090 17.1514 2.9323 0.1 0.5 -0.3 0.00
H 10.6577 17.7548 1.4466 -0.5 0.3 0.2 0.00
C 8.4671 14.3429 -1.9150 0.0 0.2 -0.1 0.01
Cl 7.1309 15.4631 -1.5128 0.4 -0.5 -0.1 0.00
Cl 8.2808 12.6951 -1.1878 0.1 1.0 -0.4 0.00
H 8.5180 14.2765 -3.0018 -0.3 -0.4 0.2 0.00
H 9.4014 14.7966 -1.5843 -0.3 -0.2 0.4 0.00
C 11.8186 14.7698 4.7642 -0.2 0.1 -0.4 -0.03
Cl 13.5138 14.2762 4.8333 0.2 -0.3 0.0 0.01
Cl 11.5464 16.1575 5.8020 -0.2 0.2 0.1 0.05
H 11.6068 15.0475 3.7316 0.0 0.1 0.2 0.02
H 11.1686 13.9483 5.0653 0.3 0.1 0.1 0.00
```
Forces are in eV/Å.

Summary:
- total energy (eV) = -85097.9439
- spin multiplicity = 2
- ⟨S²⟩ = 0.7597
- charge = -1
- HOMO-LUMO gap (alpha / beta) (eV) = 1.95 / 6.73
- ΔE to the lowest compared entry with this formula, charge and spin (kcal/mol) = 0.0

Entry from the OMol25 dataset: C8H11ClN2 in the gas phase (ωB97M-V with the def2-TZVPD basis set).

Geometry as XYZ:
```
22
Properties=species:S:1:pos:R:3:forces:R:3:nbo_charge:R:1
C 1.9125 -0.0697 -1.0889 -1.5 -0.9 -2.4 -0.61
C 0.8576 -0.4532 0.0152 0.4 -0.2 -3.1 -0.20
C 1.2657 0.0781 1.3184 -1.0 -0.5 3.9 -0.60
C 0.6056 -2.0227 0.0324 2.1 -0.1 -0.8 -0.63
C -0.4237 0.2073 -0.1712 -5.0 2.1 0.0 0.37
C -0.7372 1.7131 -0.2221 -1.4 -3.9 0.5 -0.33
C -2.0741 2.1226 -0.0066 1.0 -0.6 -1.3 0.07
C -2.6943 -0.1068 -0.0953 -0.6 2.0 2.2 0.39
H 1.2682 0.1289 -2.1130 1.9 -1.2 2.1 0.22
H 2.3515 0.9261 -0.9928 0.3 -0.3 0.6 0.22
H 2.7076 -0.9429 -1.1587 -1.6 2.1 -0.2 0.23
H 1.0465 1.2241 1.5537 0.6 -2.7 -0.6 0.24
H 0.6186 -0.6569 2.0266 1.6 2.2 -0.6 0.22
H 2.3101 -0.1818 1.4247 0.4 0.2 0.7 0.22
H 1.7234 -2.3045 0.4380 -3.1 -0.4 -0.4 0.21
H 0.5451 -2.5159 -1.0995 -0.1 1.5 3.0 0.23
H -0.4144 -2.1680 0.6201 3.0 -0.6 -1.0 0.28
H -0.0066 2.4634 -0.3383 1.0 0.4 -0.2 0.22
H -2.2637 3.2670 -0.1467 -0.2 -2.3 0.9 0.22
N -3.0819 1.2005 0.1196 1.7 -0.8 -1.4 -0.47
N -1.4965 -0.6983 -0.0406 0.6 4.1 -1.6 -0.52
Cl -4.0201 -1.2102 -0.0751 -0.2 -0.1 -0.2 0.03
```
Forces are in eV/Å.

Summary:
- total energy (eV) = -23973.7902
- HOMO-LUMO gap (eV) = 9.67
- SMILES = CC(C)(C)c1ccnc(Cl)n1
- ΔE to the lowest compared entry with this formula, charge and spin (kcal/mol) = 73.7

Entry from the OMol25 dataset: C8H11ClN2OS in the gas phase (ωB97M-V with the def2-TZVPD basis set).

Geometry as XYZ:
```
24
Properties=species:S:1:pos:R:3:forces:R:3:mulliken_spin:R:1
C 4.7370 0.2246 0.0047 -2.2 -2.7 -1.1 0.51
C 3.2389 -1.7898 -0.1027 0.1 2.5 -0.5 0.21
C 3.3995 0.5483 -0.1226 -0.4 -0.3 0.5 -0.11
C 2.5118 -0.6363 -0.1047 0.0 -1.6 0.4 -0.06
C 2.9443 1.8069 -0.1192 -1.9 3.2 1.3 0.42
C -1.7242 -0.0727 -1.1996 -1.4 1.0 0.9 0.06
C -1.9170 0.7353 1.2666 4.8 3.8 -3.5 0.05
C -1.1065 -0.1063 0.2114 -3.2 -1.8 1.6 -0.07
N 1.1220 -0.7109 0.0070 -1.4 -3.2 -0.1 0.16
N 0.2530 0.2620 0.0727 0.7 1.5 0.7 0.68
O 5.7230 -2.1121 0.8686 -0.4 0.5 -1.2 0.03
S 4.9834 -1.4826 -0.2941 0.4 -1.1 1.7 0.05
Cl 4.0630 3.1312 -0.0928 -0.1 -0.2 -0.1 0.05
H 5.5390 0.8085 0.2035 2.1 1.8 0.4 0.03
H 2.7669 -2.7101 -0.2001 -0.2 -1.7 0.0 0.01
H 1.9181 2.1791 0.2073 1.4 -1.1 -1.0 0.01
H -1.5806 -1.0337 -1.5748 -0.4 -1.7 -1.1 0.00
H -2.7534 0.3616 -1.4012 1.0 -0.9 0.8 0.00
H -1.0794 0.5266 -1.7492 1.1 1.3 -1.3 -0.01
H -1.3156 0.7859 2.1260 0.2 -0.4 1.6 0.00
H -2.8662 0.4200 1.3190 -3.3 -1.2 0.6 0.00
H -1.8688 1.8424 0.8918 -0.5 -1.7 0.5 0.00
H -1.3772 -1.1811 0.6791 1.5 1.4 -1.1 0.00
H 0.6277 -1.7249 0.0534 2.0 2.6 -0.1 -0.01
```
Forces are in eV/Å.

Summary:
- total energy (eV) = -36853.3018
- spin multiplicity = 3
- ⟨S²⟩ = 2.0428
- HOMO-LUMO gap (alpha / beta) (eV) = 7.88 / 7.59
- ΔE to the lowest compared entry with this formula, charge and spin (kcal/mol) = 10.3

Entry from the OMol25 dataset: a molecular structure, C8H11ClNOP (ωB97M-V with the def2-TZVPD basis set).

Geometry as XYZ:
```
23
Properties=species:S:1:pos:R:3:forces:R:3:nbo_charge:R:1
C 2.2120 -1.7264 0.3162 0.1 -0.2 0.6 -0.31
C 2.3909 -1.0490 -0.9246 0.0 0.3 -0.1 -0.16
C 1.5191 -1.1245 1.3116 0.3 -0.3 -0.1 -0.19
C 2.0755 0.2578 -1.0509 0.0 -0.1 -0.4 -0.33
C 0.9003 0.1597 1.1142 -0.4 0.0 0.1 -0.46
C 1.6218 1.0188 0.1062 0.1 0.3 0.2 0.48
C -2.8695 1.0675 0.7615 -0.1 0.1 0.2 -0.41
C -1.6376 0.6311 -1.2824 0.1 -0.1 -0.2 -0.42
N -2.0805 0.1231 -0.0027 0.1 -0.5 0.1 -0.76
O 1.9595 2.1965 0.2722 -1.1 -1.0 0.1 -0.58
P -1.2506 -1.0269 0.8792 0.8 2.2 0.1 1.04
Cl -0.7297 -2.3165 -0.5288 0.1 -0.7 -0.7 -0.25
H 2.6368 -2.7098 0.4451 -0.1 -0.1 0.1 0.22
H 2.8301 -1.5893 -1.7523 0.1 0.0 -0.1 0.21
H 1.3326 -1.6354 2.2469 0.0 -0.1 0.1 0.22
H 2.3108 0.8114 -1.9472 0.0 0.1 -0.1 0.22
H 0.5885 0.6984 2.0047 0.0 0.0 0.0 0.23
H -3.1853 0.6024 1.6945 -0.1 0.1 0.1 0.21
H -2.2989 1.9710 0.9913 0.0 0.1 0.0 0.20
H -3.7542 1.3497 0.1876 0.0 0.0 0.1 0.21
H -0.9763 1.4928 -1.1463 0.0 0.0 0.0 0.21
H -1.0910 -0.1355 -1.8252 0.0 0.1 0.0 0.22
H -2.5042 0.9331 -1.8709 0.0 0.0 0.0 0.20
```
Forces are in eV/Å.

Summary:
- total energy (eV) = -33821.8706
- HOMO-LUMO gap (eV) = 7.16
- ΔE to the lowest compared entry with this formula, charge and spin (kcal/mol) = 46.7